DFT (ωB97M-V/def2-TZVPD) results for CH24F3O15SZr as an isolated structure in a non-equilibrium geometry.

Each line ends with the Löwdin charge.
Element x y z (Å)
Zr1 1.23220 1.58259 2.16957  2.322
C1 -0.96185 -0.79100 -0.89524  -0.645
F1 -1.51477 0.41953 -0.64726  0.128
F2 -1.46393 -1.66716 -0.03787  0.175
F3 -1.16354 -1.12831 -2.11499  0.250
S1 0.87422 -0.60069 -0.69525  0.642
O1 1.33901 0.29169 -1.70007  -0.220
O2 1.07567 0.08972 0.66150  -0.468
O3 1.36480 -1.91172 -0.73563  -0.167
O4 -4.51010 -2.22464 -1.23471  -0.036
H1 -5.09285 -1.76217 -0.62195  0.060
H2 -4.33567 -3.07811 -0.82089  0.066
O5 0.73783 -0.15354 3.48940  -0.168
H3 0.40978 -0.04008 4.40527  0.141
H4 0.54526 -1.15292 3.25006  0.102
O6 0.09665 2.57079 0.46400  -0.110
H5 -0.89132 2.52231 0.34212  0.074
H6 0.42376 3.21206 -0.19968  0.151
O7 -0.04741 -2.48450 2.49450  0.001
H7 -0.56226 -2.97898 3.15500  0.118
H8 -0.62041 -2.47521 1.71063  0.066
O8 1.27147 -4.43654 0.33443  -0.043
H9 1.36847 -3.57529 -0.09486  -0.030
H10 1.62224 -4.33526 1.22453  0.027
O9 3.16512 2.86032 -2.60490  -0.045
H11 2.77981 2.13079 -3.11277  0.019
H12 4.11670 2.74817 -2.73475  0.062
O10 2.99853 0.14006 2.30450  -0.092
H13 3.47337 -0.14884 3.10943  0.148
H14 3.41276 -0.34258 1.56491  0.137
O11 -3.58802 -1.09834 -3.59531  -0.050
H15 -2.64140 -1.15246 -3.71925  0.007
H16 -3.77161 -1.30875 -2.66508  -0.027
O12 2.67871 2.13254 0.46782  -0.104
H17 3.06833 3.01459 0.28548  0.143
H18 3.13919 1.53109 -0.15451  0.117
O13 -0.98538 0.97453 2.10306  -0.126
H19 -1.77707 1.31355 1.59504  0.072
H20 -1.32549 0.31243 2.72451  0.117
O14 -2.66202 2.59370 0.82542  -0.025
H21 -3.02389 3.48127 0.65759  0.130
H22 -3.42913 2.11302 1.17985  0.112
O15 0.78293 1.17752 -4.16571  -0.043
H23 1.41941 0.70578 -4.71657  0.062
H24 0.97187 0.92905 -3.25138  -0.048

The energy above the lowest of the compared OMol25 structures with the same formula, charge and spin comes out at 0.00 kJ/mol. Its net charge is +3. The largest force on an atom comes out at 8.35 eV Å⁻¹. The total energy comes out at -1924.86244 a.u. The calculation puts the LUMO energy at -0.5220 Eh. Its gap between HOMO and LUMO is 2.363 eV. Its spin multiplicity is 1.